(1)
Here is a molecular structure, C35H89AlN5O2Si from OMol25. Energies are from ωB97M-V with the def2-TZVPD basis set.

The geometry in ORCA input format:
```
! RIJCOSX wB97M-V def2-TZVPD def2/J DEFGRID3
* xyz -1 1
C -2.11 -1.62 0.47
Si -2.75 -0.05 -0.42
C -1.81 1.45 0.33
C -2.09 -0.21 -2.21
Al -5.17 0.10 -0.18
O -6.08 1.01 -1.46
C -7.22 0.21 -1.61
C -6.74 -1.23 -1.69
O -5.97 -1.48 -0.53
H -1.70 -1.38 1.46
H -2.93 -2.32 0.60
H -1.32 -2.11 -0.11
H -0.96 1.13 0.93
H -2.49 2.03 0.95
H -1.45 2.09 -0.47
H -2.16 -1.24 -2.56
H -1.02 0.06 -2.23
H -2.63 0.43 -2.91
H -5.61 0.80 1.23
H -7.86 0.30 -0.71
H -7.83 0.49 -2.48
H -7.56 -1.94 -1.83
H -6.04 -1.24 -2.55
C 2.74 3.01 3.99
C 2.24 1.57 4.04
N 1.94 1.03 2.73
C 1.19 -0.21 2.77
C 1.85 -1.44 3.40
C 3.03 1.09 1.77
C 4.34 0.40 2.15
H 2.04 3.64 3.44
H 2.83 3.40 5.01
H 3.72 3.08 3.52
H 1.30 1.55 4.61
H 2.96 0.97 4.62
H 0.88 -0.45 1.75
H 0.26 0.00 3.32
H 2.63 -1.86 2.75
H 1.10 -2.22 3.56
H 2.30 -1.21 4.37
H 3.24 2.14 1.55
H 2.65 0.66 0.84
H 4.64 0.64 3.17
H 5.14 0.73 1.49
H 4.28 -0.69 2.06
C -6.60 7.90 0.90
C -6.35 6.83 -0.16
N -6.54 5.49 0.33
C -6.02 4.46 -0.56
C -6.67 4.30 -1.94
C -7.82 5.21 0.94
C -9.08 5.44 0.09
H -5.99 7.70 1.79
H -6.33 8.88 0.51
H -7.64 7.94 1.21
H -5.32 6.90 -0.50
H -6.98 7.07 -1.04
H -6.08 3.50 -0.05
H -4.95 4.66 -0.70
H -7.65 3.83 -1.88
H -6.06 3.64 -2.55
H -6.77 5.26 -2.46
H -7.91 5.80 1.85
H -7.80 4.17 1.27
H -9.05 6.41 -0.43
H -9.97 5.45 0.73
H -9.23 4.67 -0.66
C 5.52 -1.43 5.34
C 6.91 -1.75 5.88
N 7.96 -1.33 4.97
C 9.27 -1.84 5.32
C 9.90 -1.38 6.64
C 7.91 0.06 4.55
C 7.93 1.15 5.63
H 5.40 -1.83 4.33
H 4.75 -1.87 5.98
H 5.33 -0.36 5.30
H 7.01 -2.83 6.00
H 7.00 -1.32 6.89
H 9.95 -1.61 4.50
H 9.18 -2.93 5.35
H 10.25 -0.35 6.59
H 10.77 -2.01 6.88
H 9.20 -1.46 7.48
H 7.01 0.20 3.94
H 8.75 0.22 3.86
H 7.23 0.91 6.44
H 7.62 2.10 5.20
H 8.92 1.29 6.07
C -7.33 -4.67 -4.44
C -6.48 -4.79 -5.69
N -6.24 -3.50 -6.33
C -5.68 -3.61 -7.66
C -4.28 -4.22 -7.81
C -5.66 -2.48 -5.47
C -4.32 -2.78 -4.80
H -8.26 -4.15 -4.66
H -7.58 -5.67 -4.07
H -6.82 -4.14 -3.64
H -7.00 -5.41 -6.43
H -5.55 -5.32 -5.43
H -5.68 -2.61 -8.10
H -6.38 -4.21 -8.26
H -3.50 -3.55 -7.46
H -4.08 -4.44 -8.87
H -4.18 -5.16 -7.26
H -6.39 -2.25 -4.69
H -5.57 -1.56 -6.05
H -4.28 -3.79 -4.38
H -4.16 -2.09 -3.97
H -3.49 -2.67 -5.49
C 7.49 -0.86 0.36
C 7.29 -1.89 -0.74
N 5.91 -1.97 -1.19
C 5.63 -3.12 -2.02
C 6.32 -3.21 -3.39
C 5.31 -0.71 -1.61
C 5.99 0.07 -2.74
H 6.79 -1.04 1.18
H 8.51 -0.92 0.76
H 7.34 0.16 0.00
H 7.56 -2.88 -0.36
H 8.01 -1.67 -1.56
H 4.55 -3.18 -2.15
H 5.91 -4.01 -1.43
H 5.89 -2.51 -4.10
H 6.19 -4.22 -3.80
H 7.39 -3.02 -3.32
H 5.24 -0.06 -0.73
H 4.27 -0.94 -1.89
H 7.07 0.13 -2.59
H 5.60 1.09 -2.77
H 5.81 -0.38 -3.72
*
```

Summary:
strongest force on any atom: 0.68 eV/A
DFT total energy: -2343.18886 Eh
highest occupied orbital energy: -4.23 eV
LUMO energy: 1.9901 eV
frontier orbital gap: 6.221 eV

Löwdin population analysis, charges in e, atoms 1 to 5: atom 1 (C): -0.246, atom 2 (Si): 0.480, atom 3 (C): -0.240, atom 4 (C): -0.256, atom 5 (Al): 0.120


(2)
Here is 2 unconnected molecules or ions with the total composition C5H7IN2O3 from OMol25. Energies are from ωB97M-V with the def2-TZVPD basis set.

The geometry in ORCA input format:
```
! RIJCOSX wB97M-V def2-TZVPD def2/J DEFGRID3
* xyz 0 1
O -2.05 2.69 -2.43
O -1.09 1.81 -2.36
C -1.55 0.58 -1.65
C -0.30 0.21 -0.59
C 1.16 0.32 -1.22
C 2.36 0.01 -0.17
C 1.72 -0.33 1.28
N 0.29 -0.38 1.52
I -0.28 -0.86 3.50
N -0.77 -0.16 0.74
H -1.63 3.58 -2.19
H -2.58 0.71 -1.10
H -1.64 -0.27 -2.47
H 1.33 0.63 -2.33
H 3.49 0.03 -0.42
H 2.47 -0.55 2.16
O -0.48 -4.47 3.95
H -0.45 -3.56 3.75
*
```

Summary:
strongest force on any atom: 6.95 eV/A
DFT total energy: -827.12709 Eh
highest occupied orbital energy: -5.98 eV
LUMO energy: -2.5898 eV
frontier orbital gap: 3.395 eV

natural (NBO) population analysis, charges in e, atoms 1 to 5: atom 1 (O): -0.428, atom 2 (O): -0.294, atom 3 (C): -0.140, atom 4 (C): 0.182, atom 5 (C): -0.184